Record 1
DFT (ωB97M-V with the def2-TZVPD basis set) results for C10H19O6Rb2 as an isolated structure.

Energy = -24269.796 eV
HOMO-LUMO gap = 0.26215 hartree
Largest force on an atom = 0.93 eV Å⁻¹
Charge = +1
Lowest unoccupied orbital energy = -0.13699 hartree
Energy relative to the best compared isomer or geometry (same formula, charge and spin) = 0.0 kJ/mol

Cartesian coordinates (Å):
Rb: -2.587668 4.289858 -2.494648
Rb: -5.091132 1.385925 2.555278
O: -0.799939 0.972161 0.561861
C: -2.090291 1.206365 0.101854
O: -2.144074 1.874281 -0.953620
O: -2.985808 0.632595 0.776423
H: -0.971167 0.333487 1.276476
C: -0.918640 0.646662 -3.951210
C: -0.989548 -0.581998 -3.042969
O: -1.887022 -1.368041 -3.151782
C: 0.058295 -0.718203 -1.973533
H: 0.088400 1.060206 -3.998342
H: -1.583396 1.394044 -3.510189
H: -1.295365 0.409156 -4.942704
H: -0.201121 -0.031169 -1.159500
H: 1.059235 -0.461283 -2.328614
H: 0.065356 -1.739968 -1.607799
C: -1.010566 -1.425833 3.273283
C: 0.021610 -1.956729 2.273528
O: 1.171110 -2.139541 2.615057
C: -0.461790 -2.277826 0.875899
H: -1.142301 -0.352441 3.102102
H: -0.624475 -1.608863 4.270365
H: -1.978841 -1.887119 3.079266
H: -1.282032 -1.619963 0.563601
H: -0.783555 -3.314766 0.812860
H: 0.353777 -2.119679 0.167745
C: 2.356561 -0.249786 0.480437
C: 3.414559 0.807378 0.539437
O: 4.545125 0.573014 0.213446
C: 2.966071 2.192794 0.959261
H: 2.688998 -1.194256 0.909232
H: 2.029956 -0.365300 -0.553813
H: 1.463194 0.022872 1.048618
H: 2.578777 2.163668 1.982612
H: 2.165353 2.560894 0.312301
H: 3.802353 2.887407 0.917784

Cartesian forces, eV/Å:
Rb 0.1842 -0.5552 0.2188
Rb 0.3768 -0.2688 -0.3283
O -0.6482 0.0393 0.4381
C 0.4248 -0.4307 -0.5435
O -0.5252 0.3948 0.5551
O -0.3835 0.8459 -0.0148
H 0.4241 0.3210 -0.1533
C 0.0140 -0.0835 0.2460
C 0.4951 0.6596 -0.1415
O -0.5894 -0.4870 -0.1234
C 0.0540 0.0631 -0.3195
H -0.0318 -0.0029 -0.0732
H 0.0236 -0.0208 0.0816
H 0.0468 -0.0887 -0.0281
H 0.1844 -0.1652 -0.2150
H -0.1669 0.0631 -0.1374
H -0.0774 0.0699 -0.1531
C 0.3758 -0.1499 -0.6813
C 0.2021 -0.3635 0.4006
O -0.6646 0.1022 -0.1483
C 0.2640 0.6285 -0.1230
H 0.0620 0.0200 0.1878
H -0.1970 0.0855 0.1279
H -0.0096 -0.1007 0.2030
H -0.0620 -0.3307 0.1418
H -0.0941 -0.0934 0.0916
H -0.0322 -0.2795 0.4111
C -0.7014 -0.1680 0.4867
C -0.4467 0.3322 -0.0696
O 0.6210 -0.0129 -0.0636
C 0.1961 0.1375 0.1427
H 0.2553 0.0061 -0.3334
H 0.2984 -0.1407 0.1093
H 0.1788 0.2234 -0.1098
H -0.0381 -0.0345 -0.1004
H -0.0540 -0.1671 0.0284
H 0.0407 -0.0486 -0.0100

---

Record 2
DFT (ωB97M-V with the def2-TZVPD basis set) results for C25H45AuNOP2 as an isolated structure at a distorted geometry.

Energy = -52450.113 eV
Multiplicity = 3
HOMO-LUMO gap (alpha / beta) = 0.17906 / 0.22093 hartree
Expectation value of S² = 2.02
Largest force on an atom = 4.03 eV Å⁻¹
Charge = +1
Lowest unoccupied orbital energy (alpha / beta) = -0.09832 / -0.11648 hartree
Energy relative to the best compared isomer or geometry (same formula, charge and spin) = 0.0 kJ/mol

Cartesian coordinates (Å):
Au: -0.222434 -0.011450 -1.819951
C: -2.516208 1.768874 1.151910
C: -2.832610 0.860524 0.108726
C: -2.765799 -0.320880 2.073796
C: -2.503853 1.042922 2.370355
C: -2.936836 -0.439296 0.666504
C: -2.290853 3.219475 0.988565
H: -1.926346 3.449306 -0.021124
H: -1.554816 3.595196 1.711667
H: -3.220282 3.791323 1.140389
C: -2.292261 1.604865 3.717839
H: -1.960758 2.648100 3.661112
H: -1.538553 1.035698 4.279490
H: -3.221148 1.588194 4.308518
C: -2.879091 -1.400517 3.072265
H: -3.826005 -1.326805 3.631289
H: -2.057782 -1.354106 3.798844
H: -2.856890 -2.385911 2.594680
C: -3.168846 -1.680362 -0.099147
H: -4.188679 -1.716070 -0.515680
H: -3.034454 -2.564381 0.535139
H: -2.462731 -1.755051 -0.942517
C: -3.044292 1.249147 -1.300697
H: -3.866776 1.975871 -1.396361
H: -3.277518 0.377106 -1.921082
H: -2.132824 1.716976 -1.710072
C: 1.614743 0.581053 -2.501050
C: 0.613986 1.575368 -2.853820
C: -0.071531 1.547510 -4.199236
C: -1.028966 0.320763 -4.494604
C: -0.934800 -0.864007 -3.552448
C: 0.321014 -1.519199 -3.325733
C: 1.441141 -1.156451 -4.272601
C: 2.328774 -0.107727 -3.629609
H: 0.620684 1.689299 -5.043222
H: -0.909046 0.047180 -5.549296
H: -0.752388 2.409855 -4.226474
H: 2.610868 0.624932 -4.390494
H: 2.154159 0.596878 -1.548242
H: 0.709686 2.588856 -2.446535
H: 3.226266 -0.598959 -3.234934
H: 2.041855 -2.036124 -4.529941
H: 0.404196 -2.511766 -2.865391
H: 1.020635 -0.741758 -5.195385
H: -2.054534 0.699644 -4.377059
H: -1.860831 -1.425887 -3.455273
P: 2.404515 2.226924 1.975355
C: 1.818354 3.078224 3.431555
H: 2.353733 4.033883 3.523954
H: 2.044872 2.472052 4.323209
H: 0.737149 3.269828 3.382512
C: 4.127794 1.897171 2.284739
H: 4.613411 2.838318 2.580572
H: 4.635460 1.492204 1.401081
H: 4.219406 1.182501 3.117015
C: 1.977948 3.015963 0.439851
H: 2.277367 2.424775 -0.440036
H: 2.474415 3.996996 0.379189
H: 0.890003 3.178140 0.372156
P: 1.384575 -3.415294 1.028294
C: 0.045240 -4.288171 0.134139
H: 0.408076 -5.268678 -0.189721
H: -0.176046 -3.693442 -0.776102
H: -0.901264 -4.405582 0.678077
C: 2.576856 -3.691424 -0.325165
H: 2.099047 -3.410422 -1.284203
H: 2.872418 -4.742513 -0.408394
H: 3.476677 -3.077565 -0.215155
C: 1.822066 -3.928419 2.692941
H: 2.008731 -5.000469 2.758299
H: 0.992053 -3.633914 3.357425
H: 2.716713 -3.347350 2.965330
O: 0.508107 -0.622219 3.645036
C: 1.061488 0.047963 2.829758
N: 1.613544 0.682336 1.945206

Cartesian forces, eV/Å:
Au -1.3855 -0.8977 3.1342
C 0.2826 -0.5954 3.1462
C -0.1279 -1.5724 -0.0514
C -0.3478 -0.9408 -1.8926
C 0.3608 2.5726 -1.9772
C 0.2117 0.6789 0.6886
C -0.0576 0.5836 -0.1309
H -0.0556 0.0308 0.1652
H -0.1431 0.0360 -0.0970
H 0.2715 -0.0023 -0.0701
C 0.0853 0.1830 0.5573
H -0.0958 -0.1262 0.0718
H -0.1616 0.0768 0.0292
H 0.2452 0.0288 -0.0327
C 0.0178 -0.4210 0.2278
H 0.2402 0.0197 -0.0801
H -0.1910 -0.0081 -0.0465
H -0.0209 0.1723 0.1553
C -0.3064 -0.5591 -0.4630
H 0.2599 -0.1286 0.0697
H -0.0486 0.1216 -0.2301
H -0.2205 -0.1011 0.1947
C -0.2759 0.0678 -0.3975
H 0.1258 -0.1134 0.0649
H 0.0110 0.2153 0.0821
H -0.3471 0.0070 0.0672
C 1.9608 1.8648 -0.7316
C 1.3412 1.3953 0.4381
C -0.7014 0.1050 -0.5512
C -0.1504 0.5711 0.1879
C -0.3511 -1.8840 -1.3998
C -1.0945 -1.2070 -1.3444
C 0.1922 -0.0137 0.0968
C 0.4849 -0.4810 0.2173
H 0.0391 -0.1080 0.2683
H -0.0721 -0.1870 0.1334
H 0.4099 -0.0295 -0.0444
H 0.3473 0.0595 0.1612
H 0.2415 0.7494 -0.3390
H -0.2570 -0.3852 0.2313
H -0.0082 0.2413 -0.1175
H -0.2717 0.0614 -0.0453
H -0.5340 0.3435 -0.2404
H 0.0583 -0.3498 0.0999
H 0.2393 -0.1303 -0.2005
H 0.0888 0.0051 0.2108
P -1.4974 -2.5405 0.5885
C -0.1737 0.4543 0.1337
H -0.1770 -0.1691 -0.0104
H -0.0646 0.1261 -0.3525
H 0.2907 -0.0928 -0.0368
C 0.5164 0.1165 -0.2738
H -0.0721 -0.2122 -0.1342
H -0.1521 0.0591 0.1932
H -0.1714 0.2302 -0.2893
C 0.0560 0.4667 -0.4145
H 0.0106 -0.0189 0.4043
H -0.0756 -0.2565 0.0940
H 0.2758 -0.1966 0.2490
P -1.3746 3.4039 -1.6694
C -0.4386 -0.6668 0.2636
H -0.2943 -0.1012 -0.0317
H 0.2336 -0.1926 0.6168
H 0.3191 0.0250 -0.0207
C 0.9503 -0.4775 0.0996
H 0.0649 -0.0129 0.6919
H 0.1204 0.0273 -0.1104
H -0.0852 -0.1492 0.0020
C 0.2060 -1.1559 0.0132
H 0.1720 -0.0419 0.5016
H 0.3648 -0.1510 -0.3233
H -0.2847 -0.3048 -0.0295
O 1.8433 2.1826 -2.5856
C -1.7119 -2.0545 2.1120
N 0.8597 1.7545 0.1027

---

Record 3
DFT (ωB97M-V with the def2-TZVPD basis set) results for a 5-piece molecular cluster, C33H59F3N3O4SSi overall at a distorted geometry.

Energy = -74681.645 eV
HOMO-LUMO gap = 0.23733 hartree
Largest force on an atom = 5.34 eV Å⁻¹
Charge = +1
Lowest unoccupied orbital energy = -0.14385 hartree

Cartesian coordinates (Å):
C: -1.103904 -5.176164 1.146122
N: -1.099356 -3.974557 0.178200
C: -0.139428 -2.995546 0.242107
N: 1.008786 -2.916625 1.264229
S: 2.598979 -3.355499 0.691391
C: 0.826966 -1.460860 1.744127
C: 0.866832 -0.715319 0.247241
N: 0.100142 -1.736281 -0.560607
C: 0.409133 -1.871582 -2.032736
C: 1.508173 -0.810987 -2.623059
F: 2.874524 -1.340816 -2.262790
C: -2.216288 -3.884499 -0.882413
F: -1.742507 -4.187750 -2.256233
F: -3.160664 -5.008263 -0.523415
C: -3.082219 -2.500057 -0.739671
C: -3.674611 -1.899729 -2.145234
Si: -5.420334 -1.122206 -1.688717
C: -6.107438 0.007019 -3.124515
C: -5.154332 0.037644 -0.148363
C: -6.626793 -2.567769 -1.217590
C: -7.154963 -3.529165 -2.474697
C: -8.213089 -4.733829 -2.107098
C: -8.694138 -4.953085 -0.550455
C: -8.172311 -4.022423 0.712728
C: -7.113279 -2.809267 0.362774
H: -2.059328 -5.166796 1.833267
H: -1.062895 -6.144988 0.456401
H: -0.150392 -5.222065 1.823998
H: 3.149919 -4.119641 1.769849
H: 1.715992 -1.062430 2.431015
H: -0.279585 -1.195266 2.096177
H: 0.248885 0.302707 0.165331
H: 2.020962 -0.585626 0.106810
H: -0.613219 -1.666726 -2.609787
H: 0.722838 -2.976429 -2.355681
H: 1.353928 0.303788 -2.303316
H: 1.491139 -0.812449 -3.816652
H: -4.032707 -2.769803 -0.069324
H: -2.536237 -1.628659 -0.170341
H: -2.958371 -1.024121 -2.515019
H: -3.782686 -2.712761 -3.011470
H: -7.104959 -0.472432 -3.533841
H: -5.254665 0.035049 -3.935539
H: -6.337618 1.086683 -2.671430
H: -5.046711 -0.536533 0.866536
H: -4.179275 0.693673 -0.269951
H: -6.054891 0.801781 -0.051275
H: -6.782384 -3.279366 -3.555855
H: -8.605567 -5.420866 -3.001009
H: -9.449213 -5.841673 -0.305794
H: -8.570114 -4.288316 1.794034
H: -6.701648 -2.105752 1.209190
C: 5.264942 1.855590 2.528481
C: 4.921259 1.439425 3.935400
C: 3.429690 1.203097 3.840473
O: 3.161532 0.769626 2.499831
C: 4.335869 0.989563 1.706236
H: 6.317980 1.713290 2.272861
H: 5.016130 2.913561 2.383129
H: 5.433317 0.501346 4.180111
H: 5.188303 2.182102 4.691464
H: 2.869002 2.128255 4.010990
H: 3.079131 0.447011 4.548925
H: 4.785513 0.012709 1.497409
H: 4.057561 1.455724 0.757063
C: 1.542670 3.940323 0.809121
C: 1.172745 5.211315 1.529169
C: 2.528922 5.777595 1.889378
O: 3.442035 5.352189 0.868407
C: 2.798534 4.348778 0.070720
H: 0.759305 3.567910 0.144194
H: 1.776300 3.155283 1.538138
H: 0.655242 5.890108 0.841049
H: 0.531558 5.052898 2.399972
H: 2.885695 5.377782 2.844483
H: 2.525008 6.869848 1.947959
H: 2.559796 4.796437 -0.900175
H: 3.482420 3.510836 -0.090043
C: -2.030438 -2.185464 -6.704868
C: -3.099283 -1.233397 -7.175903
C: -3.974063 -1.106405 -5.947785
O: -3.119676 -1.278515 -4.808695
C: -1.850533 -1.770310 -5.261072
H: -1.104914 -2.128282 -7.283328
H: -2.403087 -3.215542 -6.753955
H: -2.650808 -0.262448 -7.417160
H: -3.645820 -1.585410 -8.054481
H: -4.733860 -1.894548 -5.917730
H: -4.475370 -0.136012 -5.888712
H: -1.124847 -0.954708 -5.170490
H: -1.527071 -2.597657 -4.623450
C: 8.297982 5.314487 5.914754
C: 7.594326 5.812229 4.678690
C: 7.466126 4.548416 3.856510
O: 7.361283 3.458295 4.782669
C: 7.691019 3.940020 6.092802
H: 8.160542 5.957492 6.787758
H: 9.373292 5.225790 5.719361
H: 6.599063 6.187612 4.944428
H: 8.131859 6.608014 4.156866
H: 8.357783 4.381130 3.243055
H: 6.589723 4.561125 3.202125
H: 6.763692 3.988325 6.673976
H: 8.373538 3.239796 6.582235

Cartesian forces, eV/Å:
C 0.3817 -1.7058 0.1639
N 1.8474 1.6899 -0.5686
C 2.8429 1.7648 -0.4858
N -3.1742 0.2481 1.1037
S -0.0427 -0.3680 0.6485
C -0.1379 1.6508 -1.8641
C 0.0704 0.1530 2.0915
N 0.0431 -2.7587 0.5947
C -1.1224 -0.0361 -2.4293
C 0.4233 -1.0040 -0.7198
F -2.9097 1.4726 -0.4478
C -2.1917 -0.8709 -0.2794
F -0.9714 0.8088 4.3111
F 3.0661 3.0404 -1.2463
C -1.1244 0.1133 -0.1097
C 0.9904 -0.1345 -0.0513
Si -0.1461 0.3858 0.2156
C -0.1574 0.0826 -0.0798
C 0.2082 0.9857 0.9616
C -2.6820 -3.1950 0.7838
C -1.7188 -0.6638 5.0105
C 1.6199 2.5187 2.3092
C 2.1236 2.2956 -0.5374
C 1.4032 0.4837 -4.5513
C -1.6850 -2.7622 -3.0268
H 1.8985 0.1310 -1.7312
H -0.3742 2.1748 1.6085
H -1.8063 0.6854 -1.5560
H -1.3020 0.8632 -1.0444
H -2.1285 -1.0559 -1.5248
H 2.4673 -1.2768 -0.0546
H 1.6462 -2.2209 0.4004
H -2.2665 -0.2814 -0.7439
H 2.2342 -0.3178 0.9972
H -0.4470 2.4660 0.9611
H 0.6042 -2.2955 -0.1402
H -0.1055 -0.2931 2.7443
H 2.2693 0.0583 -1.2563
H -0.6534 -2.0633 -1.1768
H -1.5426 -2.0606 0.6472
H 0.3834 1.8056 2.0902
H 2.0761 1.1385 0.5939
H -1.9782 0.2250 1.4752
H 0.5353 -2.3594 -1.2180
H -0.2256 1.0958 -1.8270
H -1.8805 -1.2692 0.1595
H 1.8162 -1.6534 -0.1269
H -0.9036 -0.7045 2.2682
H 0.8592 1.6143 2.4217
H 1.8532 2.2102 -0.6771
H 1.0278 0.7973 -2.5291
H -0.9770 -1.5638 -1.9156
C 0.1995 0.5240 -0.3065
C 0.1713 -0.2795 0.5779
C -0.3187 0.1453 0.2473
O -0.0372 -0.0519 -0.0535
C 0.0805 -0.3196 -0.3311
H -0.1556 0.0246 0.0343
H 0.0503 -0.0909 -0.0539
H -0.0415 0.1194 0.0351
H 0.0069 -0.1352 -0.1687
H 0.0030 0.0006 0.0902
H -0.0626 0.0287 -0.1234
H 0.0601 0.0316 -0.0841
H -0.1003 -0.0814 0.0654
C -0.0372 -0.6610 0.1216
C -0.5171 0.4464 -0.0012
C 0.3634 0.1535 0.2278
O -0.3385 -0.2454 0.0212
C 0.2844 0.2385 -0.3095
H 0.0728 0.0404 0.0202
H -0.0105 -0.0136 -0.0833
H 0.0325 -0.0483 0.1242
H 0.0906 0.0484 -0.0859
H -0.0620 0.0551 0.0796
H 0.1127 -0.1279 -0.0465
H -0.0078 -0.1026 -0.0467
H 0.0625 0.1437 0.0154
C 0.2363 -0.6204 -0.1448
C -0.0819 0.4933 -0.4306
C -0.3685 -0.0034 0.0541
O 0.1939 0.0363 -0.6255
C 0.1101 0.1944 0.2960
H -0.1043 -0.0203 0.0976
H 0.1073 0.0979 0.0110
H -0.1030 -0.0968 -0.0130
H 0.0556 0.0625 0.1356
H -0.0745 0.0413 -0.0639
H 0.0787 -0.1217 0.0479
H 0.1185 -0.0060 -0.0304
H -0.1026 0.0301 0.0709
C 0.5706 0.0817 0.3142
C -0.4065 0.4754 -0.1841
C 0.0924 -0.2600 -0.3524
O 0.0597 0.2761 0.0643
C -0.2115 -0.3216 0.2120
H 0.0217 -0.1085 -0.0916
H -0.1158 0.0167 0.0800
H 0.1004 0.0023 -0.0729
H -0.0849 -0.1154 0.0375
H -0.0342 0.0747 -0.0701
H 0.0687 -0.0908 0.0604
H 0.0481 0.0176 0.1062
H -0.1122 -0.0226 -0.1166

---

Record 4
DFT (ωB97M-V with the def2-TZVPD basis set) results for C9H6I2 as an isolated structure at a distorted geometry.

Energy = -25627.998 eV
HOMO-LUMO gap = 0.32519 hartree
Largest force on an atom = 5.93 eV Å⁻¹
Lowest unoccupied orbital energy = 0.00408 hartree
Energy relative to the best compared isomer or geometry (same formula, charge and spin) = 0.0 kJ/mol

Cartesian coordinates (Å):
C: 2.276869 -0.264463 0.742993
C: 1.542422 -0.091770 1.895058
C: 1.760921 -0.104780 -0.461912
C: 0.218269 0.090756 1.804171
C: 0.414496 0.054472 -0.658692
C: -0.303257 0.099595 0.561142
C: -0.473331 -0.040843 -1.885881
C: -1.780098 0.193892 -1.749677
C: -2.274181 0.212519 -0.313351
I: -3.133313 -1.640075 0.086365
I: -3.309345 1.899102 0.160671
H: 3.439493 -0.416766 0.860888
H: 1.935178 -0.122682 2.924695
H: 2.466345 -0.167221 -1.316881
H: -0.215068 0.285140 2.768398
H: -0.110643 -0.201210 -2.881059
H: -2.454756 0.214330 -2.536936

Cartesian forces, eV/Å:
C 4.8793 -0.0568 3.3652
C 2.0489 -0.6997 1.0318
C 0.7943 -0.2840 -4.4266
C -1.6744 0.5837 1.0281
C -2.9568 -0.8732 1.1113
C -3.8897 0.8061 -4.2279
C 0.6950 1.0789 0.5454
C 1.5904 -0.6196 3.1108
C 4.2039 -0.4853 0.1912
I -0.4941 -0.4670 0.3460
I -0.6229 0.8865 0.4754
H -2.4733 0.2593 -0.3565
H 0.3386 -0.0391 -0.8445
H -0.6842 0.0051 0.4043
H -1.1941 -0.0798 -0.1790
H 0.6459 -0.0034 -0.2520
H -1.2068 -0.0118 -1.3229